Record 1
Entry from the OMol25 dataset: a cluster of 2 separate species, C32H55F3N4O5S in total in a non-equilibrium geometry (ωB97M-V/def2-TZVPD).

Each line ends with the Mulliken charge.
Geometry (Å):
N  0.8310  -1.1593  1.2969  -0.281
C  0.6970  0.2743  1.1673  1.428
C  1.8161  0.8984  0.3193  -1.898
C  2.9355  0.8490  1.3613  2.075
C  4.3599  1.3210  1.0122  -1.247
C  5.3230  0.1357  1.1473  -1.169
C  5.0660  -0.8770  -0.0274  -0.627
C  4.5348  -2.1880  0.5493  -0.751
C  3.8540  -3.1406  -0.4514  -0.659
C  3.1551  -2.4560  -1.6204  0.553
C  2.3034  -3.3697  -2.5145  -1.342
C  1.4717  -4.3994  -1.7679  -1.404
C  0.2975  -3.7930  -1.0004  0.693
C  -0.7335  -3.0948  -1.8796  -0.815
C  -1.7804  -2.3037  -1.0666  1.315
C  -3.0519  -3.0834  -0.6868  -1.235
N  -3.0172  -3.4968  0.7052  0.314
C  -2.5565  -4.7016  1.1506  -0.326
C  -2.6508  -4.7527  2.5099  -0.960
C  -3.2027  -3.5118  2.9119  -0.511
C  -3.4303  -2.7800  1.7849  -0.572
C  2.2255  1.3894  2.5650  -0.344
C  2.7639  2.1778  3.6911  -1.271
C  2.1246  3.5817  3.7882  0.576
O  2.2304  4.2122  4.7914  -0.500
O  1.4122  4.0539  2.7372  -0.426
N  0.9698  1.0173  2.4316  0.831
S  -0.3339  1.2931  3.4645  1.145
O  0.0980  1.7629  4.7325  -0.620
O  -1.2823  2.0703  2.7573  -0.605
C  -1.1428  -0.3612  3.7864  0.627
F  -0.2219  -1.2962  4.0156  -0.199
F  -1.9471  -0.6935  2.7836  -0.091
F  -1.8568  -0.1792  4.8914  -0.202
H  -0.0555  -1.6157  1.4608  0.106
H  1.2189  -1.5109  0.4304  -0.189
H  -0.2550  0.5146  0.6977  -1.266
H  2.0412  0.3869  -0.6068  0.529
H  1.4492  1.8960  0.0853  0.553
H  3.0635  -0.2017  1.6508  -0.349
H  4.7033  2.1770  1.5908  0.559
H  4.3453  1.6332  -0.0286  0.455
H  6.3319  0.5269  1.0703  0.539
H  5.1527  -0.3712  2.0914  0.423
H  6.0320  -1.0419  -0.4887  0.568
H  4.3584  -0.3937  -0.6899  0.329
H  3.8540  -2.0395  1.3871  0.472
H  5.3915  -2.7220  0.9552  0.422
H  3.1425  -3.7330  0.1197  0.202
H  4.5417  -3.8693  -0.8760  0.539
H  3.9436  -2.0488  -2.2524  0.713
H  2.5737  -1.5826  -1.3127  -0.809
H  1.6191  -2.7248  -3.0597  0.458
H  2.9225  -3.8465  -3.2692  0.397
H  1.0706  -5.1199  -2.4797  0.482
H  2.0718  -4.9894  -1.0814  0.453
H  0.6198  -3.1515  -0.1809  -0.145
H  -0.2290  -4.6217  -0.5286  0.036
H  -1.2740  -3.8148  -2.4913  0.248
H  -0.2704  -2.3799  -2.5554  0.480
H  -2.0776  -1.4497  -1.6742  0.197
H  -1.3521  -1.9099  -0.1464  -0.909
H  -3.2116  -3.9541  -1.3118  0.423
H  -3.9014  -2.4151  -0.7943  0.357
H  -2.2045  -5.4164  0.4289  0.487
H  -2.3643  -5.5803  3.1272  0.470
H  -3.4049  -3.2253  3.9262  0.556
H  -3.8376  -1.7851  1.7537  0.481
H  3.8145  2.3407  3.4750  0.392
H  2.6362  1.6587  4.6330  0.408
H  1.8104  3.8292  1.8859  0.381
C  -4.1511  1.5850  -1.7878  -1.921
C  -2.9751  2.2302  -0.9995  2.520
C  -3.3978  3.5788  -0.4109  -1.320
C  -3.5093  4.6904  -1.4497  -0.553
C  -2.2110  4.8053  -2.2481  -1.185
C  -1.7877  3.4789  -2.8826  1.634
N  -1.7709  2.3715  -1.8747  0.227
O  -0.7091  2.4773  -1.1340  -0.295
C  -2.7456  3.1654  -4.0485  -1.801
C  -0.4157  3.6290  -3.5307  -1.974
C  -2.6767  1.2873  0.1524  -2.013
H  -5.0413  2.2139  -1.7904  0.393
H  -3.8952  1.3617  -2.8195  0.399
H  -4.4336  0.6237  -1.3586  0.408
H  -2.6701  3.8883  0.3468  0.247
H  -4.3486  3.4595  0.1118  0.432
H  -4.3582  4.5087  -2.1140  0.302
H  -3.7145  5.6380  -0.9496  0.431
H  -2.3240  5.5572  -3.0306  0.405
H  -1.4180  5.1662  -1.5853  0.328
H  -2.5511  2.1718  -4.4562  0.374
H  -2.5943  3.8809  -4.8554  0.441
H  -3.7980  3.2251  -3.7808  0.389
H  0.3402  3.9735  -2.8269  0.304
H  -0.4681  4.3617  -4.3338  0.452
H  -0.0806  2.6827  -3.9593  0.443
H  -2.3241  0.3188  -0.2224  0.209
H  -3.5759  1.1096  0.7423  0.673
H  -1.9266  1.7120  0.8171  0.100

Cartesian forces (eV/Å) of the 6 atoms listed first:
N 0.54 0.56 0.43
C -0.13 -0.61 -2.26
C -0.40 -0.42 0.65
C 0.93 0.96 0.11
C -0.30 -0.16 0.12
C -0.23 0.31 -1.23

- ⟨S²⟩ = 0.7542
- E_tot (eV) = -69252.010
- spin multiplicity = 2
- total charge = +1


Record 2
Entry from the OMol25 dataset: a structure of composition C32H55N4OP2Pd in a non-equilibrium geometry (ωB97M-V/def2-TZVPD).

Each line ends with the Mulliken charge.
Geometry (Å):
C  -2.1607  0.5063  -1.9044  -0.406
C  -0.1239  1.7193  -1.8450  -0.985
C  -2.6896  1.4364  -2.8044  -0.885
C  -0.7413  2.7960  -2.5465  -0.829
C  -1.9920  2.6000  -3.0875  -1.130
H  -3.6880  1.2207  -3.2532  0.561
H  -0.1724  3.7110  -2.6853  0.584
H  -2.4025  3.3575  -3.7546  0.520
N  -0.9130  0.6246  -1.4402  2.066
P  -2.4025  -1.2795  0.2429  0.947
P  2.0869  0.2219  -1.0080  1.559
C  -2.9886  -0.6815  -1.4172  -1.773
H  -4.0504  -0.4217  -1.3473  0.909
H  -2.9055  -1.5146  -2.1264  0.715
C  1.3729  1.7177  -1.6562  -1.228
H  1.8447  2.7092  -1.4957  0.817
C  3.5778  0.5307  0.2062  2.345
C  2.6867  -0.0077  -2.7693  1.621
C  -3.2227  -0.0983  1.4766  2.321
C  -3.1187  -2.9998  0.3965  1.937
C  3.2747  -0.0380  1.5974  -1.806
H  3.1823  -1.1294  1.5808  0.344
H  4.1044  0.2266  2.2745  0.592
H  2.3599  0.3756  2.0247  0.144
C  4.8214  -0.2046  -0.3075  -1.672
H  4.6399  -1.2847  -0.4245  0.293
H  5.1945  0.2046  -1.2542  0.228
H  5.6275  -0.0864  0.4372  0.533
C  3.8329  2.0151  0.3500  -1.480
H  4.7306  2.1452  0.9787  0.606
H  4.0534  2.5166  -0.5972  0.304
H  2.9722  2.4990  0.8308  0.019
C  3.3469  -1.3684  -2.8821  -1.444
H  2.8772  -2.1311  -2.2363  0.169
H  3.2408  -1.7166  -3.9235  0.461
H  4.4191  -1.3263  -2.6480  0.372
C  1.4779  0.0495  -3.7098  -1.901
H  0.7166  -0.6999  -3.4688  0.116
H  0.9997  1.0403  -3.7431  0.526
H  1.8509  -0.1456  -4.7296  0.757
C  3.6222  1.1603  -3.1264  -1.299
H  3.4557  2.0960  -2.5628  0.136
H  4.6856  0.8908  -3.0297  0.407
H  3.4456  1.4283  -4.1849  0.426
C  -2.9549  -3.4779  1.8448  -1.455
H  -3.3756  -4.4952  1.9146  0.544
H  -1.8941  -3.5300  2.1411  0.167
H  -3.4932  -2.8513  2.5713  0.270
C  -2.3459  -3.9632  -0.5148  -1.690
H  -2.4063  -3.6749  -1.5744  0.327
H  -1.2925  -4.0667  -0.2230  0.080
H  -2.8139  -4.9587  -0.4189  0.659
C  -4.5961  -3.0384  -0.0229  -1.400
H  -4.7867  -2.4970  -0.9608  0.262
H  -4.8667  -4.0935  -0.1909  0.528
H  -5.2711  -2.6530  0.7510  0.355
C  -3.1553  1.3412  0.9322  -1.562
H  -3.7965  1.4854  0.0470  0.240
H  -3.5151  2.0331  1.7147  0.682
H  -2.1294  1.6352  0.6613  -0.248
C  -2.4406  -0.1568  2.8002  -1.325
H  -1.4440  0.2900  2.6825  -0.127
H  -2.9878  0.4420  3.5579  0.571
H  -2.3172  -1.1896  3.1833  0.214
C  -4.6916  -0.4373  1.7425  -1.729
H  -5.2919  -0.4630  0.8248  0.361
H  -4.8128  -1.3789  2.2932  0.394
H  -5.1066  0.3573  2.3827  0.515
Pd  -0.0323  -0.9119  -0.0208  -0.684
C  0.1790  -2.1168  -1.4558  -0.040
O  0.2321  -2.9027  -2.3007  -0.236
N  0.1892  0.9419  1.3736  0.364
C  0.4183  2.0724  1.4819  -0.925
C  0.5444  3.5616  1.5806  2.177
C  1.2267  4.4447  0.5183  -1.451
C  -0.9275  3.9689  1.6065  -1.767
C  1.2913  3.5519  2.9118  -1.484
H  2.2808  4.2012  0.3331  0.301
H  0.6898  4.4436  -0.4477  0.244
H  1.1926  5.4798  0.9104  0.546
H  -1.4866  3.2549  2.2316  0.410
H  -1.0501  4.9862  1.9993  0.521
H  -1.3350  3.9040  0.5754  0.265
H  2.0198  4.3598  2.9866  0.392
H  0.5208  3.5497  3.6927  0.417
H  1.8539  2.6019  3.0151  0.328
N  2.1032  -4.3038  1.5867  -0.008
C  1.3606  -4.0569  2.7329  -0.837
C  0.5866  -2.9456  2.4519  -0.953
N  0.8738  -2.5615  1.1474  1.571
C  1.7889  -3.3753  0.6640  -1.007
H  2.7720  -5.0477  1.4555  0.274
H  1.4251  -4.6362  3.6365  0.435
H  -0.1167  -2.4263  3.0823  0.556
H  2.2559  -3.3619  -0.3149  0.466

Cartesian forces (eV/Å) of the 6 atoms listed first:
C 0.00 -0.06 0.11
C 0.20 0.12 0.39
C -1.04 -0.43 -0.29
C 1.13 -1.01 0.78
C -0.42 0.21 -0.29
H 0.94 0.38 0.42

- ⟨S²⟩ = 6.0406
- E_tot (eV) = -64113.135
- spin multiplicity = 5
- total charge = +3